Entry 1:
The following is a quantum chemistry calculation of C5H10AgO2 as an isolated structure in a non-equilibrium geometry, from the OMol25 dataset.

Results
Relative energy (zero: lowest compared OMol25 entry of this formula, charge and spin) (eV): 0.1804
M (g/mol): 210.0
Spin multiplicity: 2
Gap between HOMO and LUMO (spin up / spin down) (eV): 6.7302 / 8.7086
Total charge: 0

Element x y z (Å)
Ag (0.7032, 2.7092, -0.1040)
O (1.7297, 0.6368, -0.0022)
H (-3.6178, 0.6967, 0.9765)
H (3.6517, -0.1255, 0.0244)
H (-2.5406, -0.9258, -1.3890)
C (-3.6705, -0.0470, 0.1811)
H (0.8128, -0.6477, 1.3365)
H (3.0354, 0.4536, 1.6088)
C (-0.2154, -0.5790, -0.6186)
O (-1.3449, -0.3965, 0.2151)
H (-0.2337, -1.5140, -1.1960)
C (-2.5645, -0.5637, -0.3554)
H (-4.6087, -0.1300, -0.3643)
H (1.6395, -1.4310, 0.0146)
H (-0.3020, 0.1382, -1.4487)
H (3.4658, 1.6399, 0.3391)
C (3.0465, 0.6433, 0.5251)
C (1.0134, -0.5576, 0.2569)

Cartesian forces, eV/Å:
-0.33 0.61 -0.04
0.47 -0.28 -0.01
-0.01 -0.66 0.20
-0.04 0.15 0.12
-0.14 -0.57 0.46
0.17 0.45 -0.58
-0.47 0.14 -0.35
0.03 0.03 -0.19
-0.88 -0.38 -0.59
-0.13 -0.35 0.43
-0.37 -0.38 0.57
-0.24 1.02 -0.56
0.26 -0.12 0.19
0.09 0.26 -0.12
0.85 0.51 0.52
-0.09 -0.32 0.02
0.10 -0.01 0.14
0.76 -0.09 -0.23

Here are the Löwdin charges for atoms 1 to 6, given in e: number 1, Ag, carries 0.256; number 2, O, carries -0.408; number 3, H, carries 0.065; number 4, H, carries 0.092; number 5, H, carries 0.119; number 6, C, carries 0.022

Entry 2:
The following is a quantum chemistry calculation of C25H25FeN10O6S2 as an isolated structure in a non-equilibrium geometry, from the OMol25 dataset.

Results
Relative energy (zero: lowest compared OMol25 entry of this formula, charge and spin) (eV): 1.1907
M (g/mol): 681.5
Spin multiplicity: 6
Gap between HOMO and LUMO (spin up / spin down) (eV): 6.6444 / 5.8537
Total charge: 0

Element x y z (Å)
C (-0.1037, -3.9473, 1.6517)
O (4.9700, -2.1678, 3.1561)
N (6.2346, 0.4766, -2.0330)
N (-0.4828, -2.3068, -0.0395)
C (-1.5954, -2.1033, 3.5640)
H (0.1893, -2.7161, -1.9310)
C (3.7489, -0.9823, 1.0494)
C (0.4440, 3.7378, -0.0422)
O (5.6975, 1.0097, -2.9835)
C (0.1234, -3.0992, -0.9201)
C (-2.8688, 1.1933, 1.6659)
H (-3.3740, 4.1207, 1.3656)
H (-4.0015, -3.5033, -2.6772)
C (-4.0587, 3.3824, 1.7991)
H (0.8717, 4.3770, 0.7175)
N (-1.4625, -0.0914, -2.3035)
H (-0.2945, 3.5951, -3.3346)
H (0.6980, 5.1373, -1.6534)
H (3.5703, 0.4570, -2.0134)
O (1.0287, -0.2542, 0.8690)
C (-0.5961, -2.7074, 1.2465)
Fe (-0.8487, -0.3384, -0.3274)
H (0.0480, 2.0921, 1.2944)
C (0.6411, -4.3362, -0.5839)
N (-2.1266, 0.3415, 2.3321)
H (0.9165, -5.7274, 1.0306)
H (-2.9346, 2.3693, 3.2821)
H (-1.8500, -3.1560, 3.6757)
C (-1.2635, -1.7690, 2.1440)
C (-0.0110, 2.4725, 0.2820)
S (-3.3399, 0.9922, -0.0017)
C (-2.7874, -1.9028, -2.3956)
H (-2.3102, 0.6987, -4.5993)
H (-0.1934, -4.2483, 2.6863)
O (1.1525, -0.3415, -1.3251)
H (7.0322, -0.6694, 0.2400)
N (-2.0278, -1.0628, -3.0373)
C (-0.6340, 2.0355, -1.9035)
C (0.3425, 4.1576, -1.3626)
C (0.5216, -4.7655, 0.7317)
N (-1.5475, -0.6283, 1.6182)
H (1.1337, -4.9468, -1.3276)
C (3.1886, -0.4253, -0.0902)
H (-1.9566, 2.4167, -4.3143)
H (-0.7441, -1.8768, 4.2117)
H (-5.5039, 4.8386, 2.4533)
C (1.6940, -0.3308, -0.1934)
C (5.9589, -0.6061, 0.1465)
N (5.7230, -1.6893, 2.3314)
H (-3.0968, -3.0095, -4.0655)
C (-1.5666, 1.4024, -4.2357)
C (-0.2074, 3.3036, -2.2970)
C (5.3771, -0.0449, -0.9746)
O (6.9334, -1.6839, 2.4280)
H (-4.2703, 4.4636, 3.6608)
C (-4.9041, 4.0362, 2.8810)
H (3.1203, -1.3380, 1.8521)
C (-1.2250, 1.0655, -2.8187)
O (7.4356, 0.3487, -1.9056)
H (-5.5719, 3.3064, 3.3387)
H (-0.6828, 1.3202, -4.8733)
N (-3.2286, -2.9957, -3.0672)
H (-4.6867, 3.0000, 0.9962)
C (5.1305, -1.0799, 1.1467)
N (-3.3096, 2.2687, 2.3505)
N (-0.5397, 1.6445, -0.6149)
S (-3.2844, -1.7556, -0.7276)
C (3.9973, 0.0363, -1.1148)
H (-2.4325, -1.4904, 3.8892)

Cartesian forces, eV/Å:
-0.20 0.29 0.25
-0.06 0.03 -0.08
0.34 0.18 -0.44
0.80 -1.63 0.57
0.10 -0.03 -0.07
0.03 0.05 0.01
0.29 -0.07 0.17
0.00 0.20 -0.21
-0.07 -0.03 0.07
-0.16 0.02 0.03
0.24 -0.54 -0.35
-0.06 -0.02 -0.08
-0.04 0.01 -0.04
0.03 0.01 0.11
-0.01 -0.02 0.01
-0.31 0.78 0.26
0.03 0.03 0.02
-0.02 0.00 -0.03
-0.07 -0.01 0.02
0.72 0.05 0.07
0.32 -0.50 -0.69
-0.59 0.00 0.05
0.02 -0.04 -0.01
0.03 -0.22 0.21
-0.22 0.42 1.17
0.01 0.01 0.03
0.04 -0.09 -0.02
0.01 -0.01 0.03
-0.44 0.83 0.53
-0.13 -0.05 -0.03
-0.53 0.02 0.06
0.16 0.52 0.51
0.02 0.02 -0.01
0.00 -0.01 -0.02
0.69 -0.08 -0.11
0.00 -0.01 0.00
-0.20 -0.45 -1.16
0.35 0.63 0.74
0.08 0.00 0.34
0.07 0.03 -0.32
-0.32 -0.71 -0.38
-0.03 0.03 -0.03
0.01 -0.04 0.06
0.01 0.01 -0.02
-0.02 -0.05 0.03
0.01 0.03 0.03
-0.11 0.10 0.04
0.37 -0.01 0.04
0.23 -0.22 0.48
0.02 -0.01 0.02
0.06 0.07 0.06
-0.20 -0.38 -0.30
-0.65 -0.23 0.53
0.01 0.04 -0.10
-0.04 0.01 0.03
0.07 -0.06 -0.07
-0.05 0.03 -0.01
-0.43 -0.98 -0.53
-0.03 -0.04 0.10
-0.02 0.01 0.00
0.00 0.04 0.00
-0.02 -0.10 -0.07
-0.01 0.02 -0.01
-0.53 0.32 -0.65
-0.13 0.18 0.02
0.72 1.62 -0.56
-0.53 -0.02 -0.16
0.31 0.03 -0.18
0.02 -0.01 0.00

Here are the Löwdin charges for atoms 1 to 6, given in e: number 1, C, carries 0.003; number 2, O, carries 0.087; number 3, N, carries -0.353; number 4, N, carries -0.014; number 5, C, carries -0.014; number 6, H, carries 0.119

Entry 3:
The following is a quantum chemistry calculation of C25H32GeN2PtSi as an isolated structure, from the OMol25 dataset.

Results
Relative energy (zero: lowest compared OMol25 entry of this formula, charge and spin) (eV): 1.5176
M (g/mol): 656.3
Spin multiplicity: 1
Gap between HOMO and LUMO (spin up / spin down) (eV): 7.7543 / 7.7552
Total charge: 0

Element x y z (Å)
H (-1.2832, -2.9375, -1.5454)
C (1.6345, -1.2720, -1.1699)
C (2.5192, -2.3220, -1.3859)
C (2.0345, -3.5919, -1.6651)
H (2.7216, -4.4111, -1.8368)
H (-2.9227, -2.0953, 3.1490)
H (-5.7608, -1.0253, 0.1272)
H (1.3594, 4.3720, 1.1475)
Ge (1.5277, 3.7402, -2.5003)
C (-3.1462, -1.6931, 2.1687)
C (-0.5675, 3.3053, 1.5548)
C (-0.8285, 1.9645, 1.9453)
C (-0.2139, -2.7534, -1.5025)
C (-2.3711, -0.7051, 0.0925)
H (0.2780, -4.7948, -1.9475)
N (1.3251, -2.0023, 2.8255)
C (-2.1145, -1.2445, 1.3573)
H (2.2381, 2.7916, -4.7609)
H (3.7188, 2.5859, -1.9149)
C (0.2547, -1.4647, -1.2262)
H (-1.6835, -4.3719, 1.2878)
C (0.6625, -3.8065, -1.7239)
H (-1.6382, 0.1364, -2.3345)
Si (-0.9864, -0.0584, -1.0103)
H (-1.3073, 4.0777, 1.4199)
H (1.4132, -3.0307, 0.9581)
C (0.8456, 3.4620, 1.4121)
C (1.4435, 2.2131, 1.6858)
H (-1.1225, -3.7267, 4.2263)
H (3.1328, 3.5101, -0.5296)
H (-0.8404, -5.6159, 2.2440)
C (-4.7379, -1.0875, 0.4772)
H (-0.0476, 1.6789, -2.8169)
C (0.4938, -2.2160, 3.8974)
N (-0.0287, -3.6956, 2.3815)
C (0.6754, 5.4106, -1.9435)
H (0.8244, 3.8338, -4.9533)
H (1.3353, 6.2566, -2.1393)
H (-1.0933, -1.3112, 1.7201)
H (-1.7953, 1.5356, 2.1537)
H (2.4982, 1.9884, 1.6584)
H (2.4281, 4.5491, -4.7510)
C (0.9792, -2.9056, 1.9383)
H (2.0209, -0.2840, -0.9465)
H (-0.1067, -4.9831, 0.7597)
C (1.7809, 3.7282, -4.4401)
C (-3.6996, -0.6353, -0.3283)
H (3.9288, 4.3429, -1.8771)
C (-0.3502, -3.2576, 3.6413)
H (-0.2562, 5.5617, -2.4887)
H (-3.9286, -0.2232, -1.3051)
C (0.3564, 2.2495, -1.9760)
H (-5.2686, -1.9649, 2.3623)
H (0.5579, -1.6172, 4.7912)
H (0.4452, 5.3822, -0.8789)
C (0.4163, 1.2772, 2.0037)
H (0.5859, 0.2499, 2.2877)
C (-0.7100, -4.7278, 1.6275)
Pt (-0.0075, 1.8698, -0.1887)
C (3.2566, 3.5260, -1.6121)
C (-4.4626, -1.6166, 1.7287)
H (3.5869, -2.1500, -1.3316)

Cartesian forces, eV/Å:
0.00 0.00 0.00
0.01 0.01 0.00
0.00 -0.01 0.00
0.00 0.00 0.00
0.00 0.00 0.00
0.00 0.00 0.00
0.00 0.00 0.00
0.00 0.01 0.01
0.02 0.02 0.02
-0.03 0.00 0.00
0.04 0.05 0.00
-0.01 -0.07 0.01
0.02 0.00 0.00
0.02 0.01 0.01
0.00 0.00 0.00
-0.03 0.01 0.00
0.03 0.01 0.00
0.00 0.00 0.01
0.00 0.00 0.00
-0.02 -0.04 -0.03
-0.01 0.00 0.00
-0.01 0.00 0.00
0.00 -0.01 -0.01
-0.01 0.10 0.03
0.00 -0.01 0.00
0.00 -0.01 0.00
-0.07 -0.01 -0.04
0.01 0.01 0.01
0.00 0.00 0.00
-0.01 0.00 0.00
0.00 0.00 0.00
0.00 0.00 0.00
0.00 0.01 0.00
0.01 -0.02 0.02
0.03 -0.03 0.01
0.01 0.00 -0.01
0.00 0.00 0.00
-0.01 0.01 0.00
-0.02 0.01 -0.01
-0.01 0.02 -0.01
-0.01 0.00 -0.02
0.00 0.00 0.01
-0.01 0.00 -0.01
0.00 0.00 0.01
0.00 0.01 0.01
-0.02 -0.01 -0.03
-0.01 0.00 -0.02
-0.01 0.01 0.00
0.01 -0.01 0.00
0.00 0.00 -0.01
0.00 0.00 0.00
-0.04 -0.01 0.01
0.00 0.00 0.00
0.00 0.00 0.00
0.00 0.00 0.00
0.03 0.04 -0.02
-0.01 -0.01 0.00
0.00 0.01 0.00
0.04 -0.12 0.06
0.01 -0.02 0.01
0.02 0.00 0.00
0.00 0.00 0.00

Here are the Löwdin charges for atoms 1 to 6, given in e: number 1, H, carries 0.105; number 2, C, carries -0.119; number 3, C, carries -0.096; number 4, C, carries -0.102; number 5, H, carries 0.101; number 6, H, carries 0.091

Entry 4:
The following is a quantum chemistry calculation of one molecule with the formula C4H3NOS in a non-equilibrium geometry, from the OMol25 dataset.

Results
Relative energy (zero: lowest compared OMol25 entry of this formula, charge and spin) (eV): 1.8668
M (g/mol): 113.1
Spin multiplicity: 1
Gap between HOMO and LUMO (eV): 8.1160
Total charge: 0
SMILES: C=C1S[C@@H]1N=C=O

Element x y z (Å)
O (2.8856, -0.9541, -0.7621)
H (-1.8184, 0.6055, -1.8058)
C (-0.6646, 0.7088, -0.0201)
C (-0.1168, -0.0705, 1.0583)
N (1.0847, -0.6451, 0.7238)
S (0.0414, 1.9967, 0.8590)
H (-0.6540, -0.3012, 1.9634)
C (-1.3371, 0.1484, -1.0790)
H (-1.4660, -0.9432, -0.9205)
C (2.0452, -0.5453, -0.0172)

Cartesian forces, eV/Å:
-1.17 2.18 1.67
-1.85 2.24 -3.43
-2.48 -1.79 -2.42
1.63 2.71 -0.49
1.13 -0.15 0.74
-0.34 -0.69 0.24
0.23 -0.37 0.04
2.80 -1.57 5.59
-0.02 0.84 -0.54
0.07 -3.39 -1.39

Here are the Löwdin charges for atoms 1 to 6, given in e: number 1, O, carries 0.150; number 2, H, carries -0.006; number 3, C, carries -0.770; number 4, C, carries -0.336; number 5, N, carries 0.119; number 6, S, carries 0.832

Entry 5:
The following is a quantum chemistry calculation of a 4-piece molecular cluster, C8H20O3 overall in a non-equilibrium geometry, from the OMol25 dataset.

Results
Relative energy (zero: lowest compared OMol25 entry of this formula, charge and spin) (eV): 1.6283
M (g/mol): 164.2
Spin multiplicity: 2
Gap between HOMO and LUMO (spin up / spin down) (eV): 2.8465 / 5.8267
Total charge: -1

Element x y z (Å)
H (-0.4016, 0.0709, 3.6591)
H (-2.8323, -1.7199, 0.5953)
H (2.6688, -0.1098, 1.0418)
C (0.1482, 0.5063, 2.8211)
H (1.3598, 2.1076, 0.1805)
H (0.7234, -0.4038, 2.5384)
H (0.1391, -0.7236, -4.1846)
C (-2.2383, 0.0487, 1.7452)
O (0.8753, 2.5851, -0.5080)
C (-1.4415, -0.8969, -0.5637)
O (3.2205, 0.7230, -2.7895)
H (-1.2149, -1.7680, 1.3688)
H (-1.3238, 1.9001, 2.1375)
C (-0.9377, 0.9636, 1.7938)
C (-1.9661, -1.1438, 0.8522)
H (-1.7261, -0.0017, -1.0761)
H (1.3248, 0.0953, 0.2385)
H (1.2275, 3.4345, -0.7905)
H (-1.3827, -0.5344, -3.5621)
C (-0.4687, -1.7726, -0.9564)
H (1.0645, -2.2226, -2.2840)
H (2.3626, 0.4092, -2.4679)
O (2.2880, 0.0402, 0.1732)
H (3.7298, 0.9160, -1.9999)
C (-0.4537, -1.0147, -3.2974)
H (-2.9890, 0.7658, 1.3358)
H (0.0985, -2.5744, -0.4495)
H (0.7873, 1.3110, 3.1568)
H (-0.4674, 1.0433, 0.8139)
H (-2.2929, -0.3130, 2.7700)
C (0.1186, -1.7215, -2.2923)

Cartesian forces, eV/Å:
0.02 0.49 0.55
-0.99 -0.67 1.04
-0.43 -0.09 0.12
-1.20 -1.46 -0.30
0.52 0.81 -0.46
-0.02 0.84 -0.45
0.40 -0.71 0.26
2.31 1.17 -1.01
-0.91 -0.18 -0.23
0.20 -0.54 2.59
0.03 0.06 -0.26
-0.41 -0.11 -0.12
0.21 0.99 0.00
0.25 -1.29 0.64
0.34 0.14 -1.13
0.00 0.22 -0.56
-0.08 -0.62 0.04
0.54 -0.43 0.57
-0.78 -0.28 1.53
2.13 -0.36 -3.05
0.60 -0.07 -0.93
0.06 -0.01 0.03
0.45 0.50 -0.24
-0.20 -0.10 0.20
1.43 1.28 -3.34
-0.13 -1.00 0.72
-1.05 0.60 1.02
0.27 0.10 0.04
-0.53 0.26 -0.12
-1.17 0.31 0.19
-1.84 0.15 2.67

Here are the Löwdin charges for atoms 1 to 6, given in e: number 1, H, carries 0.051; number 2, H, carries 0.076; number 3, H, carries 0.034; number 4, C, carries -0.119; number 5, H, carries 0.007; number 6, H, carries 0.064

Entry 6:
The following is a quantum chemistry calculation of C7H16FO4Pt as an isolated structure in a non-equilibrium geometry, from the OMol25 dataset.

Results
M (g/mol): 378.3
Spin multiplicity: 3
Gap between HOMO and LUMO (spin up / spin down) (eV): 7.7697 / 8.4058
Total charge: +1

Element x y z (Å)
C (-1.5272, -3.9879, 1.2273)
H (0.3384, -1.8111, 2.5767)
F (-1.3583, -4.3056, -0.1423)
Pt (-2.6597, -1.3523, 1.1862)
O (-3.7319, -3.0352, 1.2410)
H (-3.8241, -3.5340, -0.7754)
H (-5.2117, 0.7724, -0.1860)
H (-0.8700, -4.6980, 1.7506)
C (-0.8242, 0.7615, 1.3334)
O (-3.9839, -0.8992, -0.2382)
H (-4.4712, 0.3830, -1.7900)
C (-5.0623, -1.8308, -0.2810)
H (-5.2906, -3.9197, 0.1796)
C (-4.3141, 0.4066, -0.7040)
C (0.2305, -2.4197, 1.6740)
O (-1.1739, -2.6797, 1.5291)
H (-3.0222, -4.2135, 2.7390)
H (-5.8151, -1.5350, 0.4655)
H (-3.3790, -5.0945, 1.2224)
H (-5.5160, -1.8415, -1.2815)
O (-1.9499, 0.0203, 1.6400)
H (-0.0804, 0.1401, 0.7950)
C (-2.9741, -4.1679, 1.6449)
H (-1.0561, 1.6514, 0.7147)
H (0.7701, -3.3670, 1.7895)
H (-3.4608, 1.0533, -0.4752)
H (0.5926, -1.8855, 0.7886)
H (-0.3141, 1.1193, 2.2489)
C (-4.4865, -3.1880, 0.0294)

Cartesian forces, eV/Å:
0.43 -1.25 -0.23
0.07 -0.08 -0.24
-0.26 0.83 1.01
-5.32 -8.68 -1.33
-1.63 -2.24 -0.22
-0.07 0.10 0.17
0.24 -0.05 -0.14
-0.22 0.21 -0.03
1.87 0.53 -0.44
-2.83 0.14 -3.28
-0.03 -0.01 0.27
-0.67 0.02 -0.15
0.16 0.15 0.03
-0.09 0.58 -0.20
0.61 0.19 0.02
2.51 -3.60 0.07
0.01 0.03 -0.23
0.11 -0.09 -0.18
0.04 0.23 0.05
0.06 0.00 0.22
6.46 14.30 5.15
-0.32 0.43 -0.01
0.25 -0.59 0.12
-0.11 -0.50 0.24
-0.13 0.27 -0.02
-0.24 -0.17 -0.03
-0.04 -0.22 0.24
-0.49 -0.13 -0.23
-0.34 -0.42 -0.62

Here are the Löwdin charges for atoms 1 to 6, given in e: number 1, C, carries -0.326; number 2, H, carries 0.112; number 3, F, carries 0.030; number 4, Pt, carries 1.417; number 5, O, carries -0.320; number 6, H, carries 0.146